{
  "formula": "C33H37Cl2InN8O6S",
  "method": "ωB97M-V/def2-TZVPD",
  "total_charge": 2,
  "e_above_lowest_kcal_mol": 0.0,
  "orbital_gap_ev": 8.5043,
  "lumo_energy_ev": -4.5,
  "elements": ["In", "C", "N", "C", "C", "O", "C", "O", "C", "C", "O", "N", "C", "C", "H", "H", "H", "H", "H", "H", "H", "H", "H", "H", "H", "H", "H", "H", "H", "H", "O", "S", "C", "C", "C", "C", "C", "C", "C", "C", "C", "C", "C", "C", "H", "H", "H", "H", "H", "H", "H", "H", "H", "H", "Cl", "C", "C", "C", "C", "C", "C", "C", "O", "O", "H", "H", "H", "H", "Cl", "C", "C", "C", "C", "N", "C", "H", "H", "H", "H", "N", "N", "N", "C", "N", "N", "H", "H", "H"],
  "positions_angstrom": [[-0.3164, 0.6870, 0.0347], [-0.9010, -1.6857, -4.7456], [0.1057, -1.1428, -3.8144], [1.4227, -0.8034, -4.3701], [-0.1575, -0.9600, -2.5278], [0.6550, -0.4372, -1.7273], [-1.5216, -1.4339, -2.0416], [-1.6489, -1.3654, -0.6113], [-1.3754, -2.5565, 0.1097], [0.0068, -2.4888, 0.7218], [0.5468, -1.3746, 0.8192], [0.5433, -3.6236, 1.1501], [-0.1873, -4.8966, 1.1052], [1.9118, -3.6621, 1.6774], [-0.5279, -1.5644, -5.7576], [-1.8438, -1.1460, -4.6675], [-1.0786, -2.7510, -4.5821], [1.8508, -1.6862, -4.8451], [2.0782, -0.4672, -3.5780], [1.3234, -0.0156, -5.1176], [-1.7215, -2.4453, -2.3935], [-2.2704, -0.7656, -2.4536], [-1.4985, -3.4269, -0.5289], [-2.0979, -2.6294, 0.9203], [-1.2304, -4.7679, 1.3976], [0.2715, -5.5760, 1.8146], [-0.1426, -5.3577, 0.1147], [2.3855, -2.6971, 1.5379], [2.4812, -4.4222, 1.1424], [1.9005, -3.9078, 2.7396], [-0.0728, 0.5141, 2.2659], [1.0523, -0.1592, 3.0755], [1.2554, 0.8946, 4.4985], [0.1415, 1.4669, 5.1035], [0.3302, 2.2741, 6.2119], [1.6160, 2.4888, 6.7105], [2.7145, 1.8989, 6.1049], [2.5400, 1.0985, 4.9808], [0.2351, -1.5532, 3.8490], [0.9691, -2.3570, 4.7117], [0.3342, -3.4200, 5.3358], [-1.0152, -3.6671, 5.0952], [-1.7336, -2.8549, 4.2276], [-1.1067, -1.7868, 3.5930], [-0.8540, 1.2759, 4.7127], [-0.5243, 2.7270, 6.6986], [1.7570, 3.1220, 7.5805], [3.7104, 2.0609, 6.5010], [3.3944, 0.6382, 4.4902], [2.0182, -2.1439, 4.9076], [0.8873, -4.0464, 6.0247], [-1.5082, -4.4892, 5.6014], [-2.7892, -3.0390, 4.0624], [-1.6499, -1.1256, 2.9250], [-2.2323, 5.9371, -6.4855], [-1.8754, 4.9683, -5.1039], [-2.2864, 5.3873, -3.8498], [-2.0127, 4.6016, -2.7422], [-1.3542, 3.3908, -2.8946], [-0.9428, 2.9782, -4.1611], [-1.1897, 3.7725, -5.2680], [-1.0813, 2.4996, -1.7304], [-0.4960, 2.9214, -0.6900], [-1.4184, 1.2567, -1.8001], [-2.8121, 6.3283, -3.7469], [-2.3273, 4.9307, -1.7580], [-0.4169, 2.0336, -4.2673], [-0.8598, 3.4735, -6.2566], [3.5037, 4.7360, 1.5771], [3.2851, 3.1291, 1.0177], [4.3579, 2.2641, 0.8881], [4.1287, 0.9757, 0.4327], [2.8418, 0.5840, 0.1303], [1.8039, 1.4358, 0.2598], [2.0194, 2.6917, 0.6922], [5.3578, 2.6004, 1.1342], [4.9483, 0.2808, 0.3128], [2.6095, -0.4072, -0.2253], [1.1686, 3.3540, 0.7542], [-5.5363, 2.2810, 0.9881], [-4.1903, 2.0988, 1.1727], [-3.5370, 2.7189, 2.1412], [-2.3336, 2.1829, 2.0139], [-2.3066, 1.2813, 1.0071], [-3.5217, 1.2495, 0.4702], [-5.8455, 3.1219, 1.4450], [-5.8115, 2.1564, 0.0262], [-1.4887, 2.4352, 2.6367]]
}